[1]
Entry from the Open Molecules 2025 dataset: a cluster of 6 separate species, C42H47F40N3O10S in total (the ωB97M-V functional and the def2-TZVPD basis).

Calculated values
SMILES string: CCN(CC[C@]1(CCN)C[C@H](O)OS(=O)(=O)[C@@H]1c1ccncc1)C(C)=O.FC(F)C(F)(F)COC(F)(F)C(F)F.FC(F)C(F)(F)COC(F)(F)C(F)F.FC(F)C(F)(F)COC(F)(F)C(F)F.FC(F)C(F)(F)COC(F)(F)C(F)F.FC(F)C(F)(F)COC(F)(F)C(F)F
energy above the lowest of the compared OMol25 structures with the same formula, charge and spin: 0.000 eV
HOMO energy: -0.3308 Ha
total charge: 0
largest force on an atom: 2.0 eV/Å
electronic energy: -6938.1084 Ha

Atoms and positions in Å:
C1 7.12 -1.39 -1.68
C2 6.76 0.12 -1.80
N1 5.36 0.27 -2.23
C3 4.54 1.11 -1.33
C4 3.65 0.20 -0.49
C5 2.54 0.94 0.31
C6 1.80 2.02 -0.49
C7 0.99 1.60 -1.72
N2 1.78 0.96 -2.79
C8 3.32 1.74 1.43
C9 3.31 1.07 2.78
O1 4.24 1.76 3.57
O2 3.74 -0.30 2.69
S1 2.50 -1.18 2.16
O3 3.07 -2.29 1.47
O4 1.61 -1.48 3.22
C10 1.61 -0.05 1.04
C11 0.71 -0.91 0.20
C12 1.12 -1.89 -0.68
C13 0.18 -2.56 -1.42
N3 -1.15 -2.40 -1.35
C14 -1.50 -1.48 -0.46
C15 -0.66 -0.72 0.30
C16 5.27 0.78 -3.58
C17 5.71 2.20 -3.89
O5 4.83 0.07 -4.48
H1 7.72 -1.58 -0.79
H2 6.19 -1.92 -1.54
H3 7.59 -1.77 -2.58
H4 6.94 0.56 -0.83
H5 7.43 0.54 -2.55
H6 3.97 1.80 -1.94
H7 5.19 1.73 -0.70
H8 4.31 -0.27 0.24
H9 3.23 -0.52 -1.17
H10 2.51 2.79 -0.79
H11 1.09 2.51 0.19
H12 0.14 0.98 -1.48
H13 0.55 2.52 -2.12
H14 1.24 0.22 -3.21
H15 2.09 1.62 -3.49
H16 4.35 1.91 1.16
H17 2.79 2.67 1.57
H18 2.36 1.14 3.30
H19 4.26 1.32 4.43
H20 0.96 0.53 1.69
H21 2.16 -2.13 -0.80
H22 0.54 -3.30 -2.13
H23 -2.57 -1.32 -0.33
H24 -1.06 0.02 0.97
H25 6.27 2.17 -4.81
H26 6.29 2.67 -3.10
H27 4.82 2.80 -4.10
F1 -4.22 -7.52 0.41
C18 -4.03 -6.20 0.62
F2 -5.22 -5.68 1.00
C19 -3.56 -5.48 -0.65
F3 -4.52 -5.54 -1.60
F4 -3.42 -4.18 -0.30
C20 -2.21 -5.90 -1.26
O6 -2.22 -6.78 -2.38
C21 -2.23 -8.15 -2.24
F5 -2.03 -8.54 -0.97
F6 -1.19 -8.63 -2.96
C22 -3.50 -8.78 -2.84
F7 -4.60 -8.29 -2.25
F8 -3.47 -10.12 -2.65
H28 -3.31 -6.06 1.43
H29 -1.81 -4.97 -1.67
H30 -1.50 -6.22 -0.49
H31 -3.55 -8.57 -3.91
F9 -10.78 -4.09 -3.11
C23 -11.33 -3.24 -2.22
F10 -11.67 -2.12 -2.89
C24 -10.36 -2.86 -1.09
F11 -9.31 -2.17 -1.59
F12 -11.06 -2.00 -0.29
C25 -9.84 -3.98 -0.16
O7 -8.54 -4.51 -0.41
C26 -8.33 -5.53 -1.31
F13 -9.49 -6.07 -1.74
F14 -7.67 -6.51 -0.65
C27 -7.42 -5.10 -2.46
F15 -7.93 -4.06 -3.14
F16 -7.27 -6.13 -3.33
H32 -12.24 -3.69 -1.81
H33 -9.74 -3.51 0.82
H34 -10.58 -4.76 -0.03
H35 -6.44 -4.82 -2.08
F17 3.10 6.19 -2.43
C28 4.10 6.69 -3.19
F18 4.37 5.78 -4.15
C29 5.38 6.94 -2.38
F19 5.88 5.76 -1.92
F20 6.28 7.43 -3.27
C30 5.34 7.96 -1.22
O8 5.20 7.47 0.12
C31 3.95 7.22 0.65
F21 2.96 7.67 -0.14
F22 3.86 7.90 1.81
C32 3.77 5.73 0.99
F23 3.94 4.97 -0.11
F24 2.52 5.52 1.46
H36 3.77 7.62 -3.66
H37 6.33 8.41 -1.22
H38 4.65 8.77 -1.42
H39 4.50 5.42 1.74
F25 8.13 12.68 0.26
C33 9.41 12.30 0.09
F26 9.69 12.39 -1.23
C34 9.65 10.85 0.54
F27 8.96 9.99 -0.23
F28 10.97 10.62 0.31
C35 9.42 10.51 2.03
O9 8.20 9.88 2.40
C36 7.06 10.59 2.71
F29 7.30 11.91 2.82
F30 6.65 10.16 3.92
C37 5.92 10.29 1.73
F31 6.27 10.60 0.46
F32 4.84 11.04 2.05
H40 10.07 12.98 0.63
H41 10.17 9.75 2.25
H42 9.65 11.35 2.68
H43 5.65 9.24 1.77
F33 -8.22 -6.87 6.03
C38 -8.90 -7.94 6.48
F34 -8.05 -8.66 7.25
C39 -9.41 -8.83 5.34
F35 -8.38 -9.38 4.67
F36 -10.07 -9.86 5.96
C40 -10.41 -8.22 4.35
O10 -9.94 -7.77 3.08
C41 -9.45 -6.50 2.88
F37 -9.67 -5.70 3.94
F38 -10.19 -5.97 1.86
C42 -7.98 -6.50 2.45
F39 -7.22 -7.10 3.39
F40 -7.57 -5.22 2.32
H44 -9.72 -7.60 7.11
H45 -11.07 -9.05 4.08
H46 -11.06 -7.48 4.82
H47 -7.86 -7.03 1.50

[2]
Entry from the Open Molecules 2025 dataset: a cluster of 2 separate species, C4H11N4 in total (the ωB97M-V functional and the def2-TZVPD basis).

Calculated values
energy above the lowest of the compared OMol25 structures with the same formula, charge and spin: 6.226 eV
HOMO energy (alpha / beta): -0.3962 / -0.3959 Ha
total charge: +1
largest force on an atom: 7.3 eV/Å
electronic energy: -377.5980 Ha

Atoms and positions in Å:
C1 0.36 0.48 0.73
C2 -0.61 -1.99 -3.76
C3 0.62 2.80 0.41
C4 0.21 -0.85 2.87
N1 -1.58 -0.93 -1.74
N2 -1.28 -1.47 -2.70
N3 0.18 1.74 1.17
N4 0.06 -0.60 1.44
H1 0.48 -1.53 -3.87
H2 -1.11 -1.78 -4.74
H3 -0.42 -3.21 -3.69
H4 -0.11 3.17 -0.31
H5 0.74 3.83 1.01
H6 1.63 2.57 0.09
H7 -0.67 -0.91 3.53
H8 0.71 0.06 3.31
H9 0.78 -1.75 3.13
H10 -0.08 1.86 2.12
H11 0.07 -1.50 0.98

[3]
Entry from the Open Molecules 2025 dataset: a cluster of 2 separate species, C2H8S in total (the ωB97M-V functional and the def2-TZVPD basis).

Calculated values
SMILES string: CC.S
energy above the lowest of the compared OMol25 structures with the same formula, charge and spin: 1.961 eV
HOMO energy: -0.3614 Ha
total charge: 0
largest force on an atom: 6.9 eV/Å
electronic energy: -479.0936 Ha

Atoms and positions in Å:
C1 0.37 -2.71 -0.52
C2 1.07 -1.38 -1.10
H1 -0.67 -2.77 -0.09
H2 0.44 -3.43 -1.46
H3 1.05 -2.71 0.30
H4 0.58 -1.03 -2.12
H5 2.13 -1.17 -1.18
H6 0.73 -0.34 -0.48
S1 -1.61 5.46 1.67
H7 -1.67 4.36 2.35
H8 -2.43 5.70 2.64

[4]
Entry from the Open Molecules 2025 dataset: a cluster of 6 separate species, C15H42O6 in total (the ωB97M-V functional and the def2-TZVPD basis).

Calculated values
SMILES string: CC(C)O.CC(C)O.CC(C)O.CC(C)O.CC(C)O.O
energy above the lowest of the compared OMol25 structures with the same formula, charge and spin: 0.047 eV
HOMO energy: -0.3372 Ha
total charge: 0
largest force on an atom: 0.8 eV/Å
electronic energy: -1048.1502 Ha

Atoms and positions in Å:
C1 3.29 -3.09 2.25
C2 2.09 -2.48 1.58
C3 0.86 -2.56 2.47
O1 2.31 -1.08 1.27
H1 4.18 -3.09 1.61
H2 3.08 -4.13 2.49
H3 3.55 -2.55 3.17
H4 1.85 -2.98 0.64
H5 1.03 -2.12 3.45
H6 0.55 -3.59 2.61
H7 0.01 -2.00 2.05
H8 3.26 -0.92 1.37
C4 1.24 3.14 -1.71
C5 2.09 3.38 -0.49
C6 2.25 4.84 -0.13
O2 1.46 2.68 0.61
H9 0.23 3.52 -1.54
H10 1.16 2.10 -2.00
H11 1.67 3.71 -2.55
H12 3.07 2.91 -0.64
H13 2.62 5.42 -0.97
H14 3.02 4.98 0.63
H15 1.30 5.24 0.21
H16 2.13 2.53 1.28
C7 -4.06 -0.32 3.16
C8 -2.86 0.32 2.52
C9 -1.67 0.41 3.46
O3 -2.53 -0.46 1.37
H17 -3.84 -1.33 3.53
H18 -4.87 -0.43 2.44
H19 -4.41 0.27 4.01
H20 -3.12 1.32 2.17
H21 -1.80 1.12 4.28
H22 -0.78 0.70 2.90
H23 -1.46 -0.56 3.93
H24 -1.67 -0.18 1.01
C10 1.01 -2.07 -2.34
C11 2.37 -2.46 -2.86
C12 2.69 -3.91 -2.55
O4 2.43 -2.24 -4.26
H25 0.97 -2.14 -1.25
H26 0.21 -2.70 -2.75
H27 0.76 -1.03 -2.55
H28 3.12 -1.82 -2.38
H29 3.67 -4.19 -2.94
H30 1.94 -4.61 -2.94
H31 2.75 -4.11 -1.47
H32 3.26 -1.84 -4.51
C13 -4.13 1.31 -2.95
C14 -3.33 1.01 -1.71
C15 -2.76 2.25 -1.04
O5 -4.17 0.29 -0.82
H33 -5.06 1.82 -2.70
H34 -4.38 0.41 -3.52
H35 -3.57 1.97 -3.61
H36 -2.48 0.36 -1.98
H37 -2.19 1.94 -0.16
H38 -3.54 2.97 -0.79
H39 -2.03 2.76 -1.67
H40 -3.66 0.06 -0.03
O6 -0.08 0.34 0.34
H41 0.58 -0.28 0.64
H42 0.37 1.20 0.32

[5]
Entry from the Open Molecules 2025 dataset: the molecule C3H6N4O (the ωB97M-V functional and the def2-TZVPD basis).

Calculated values
SMILES string: [H]/N=C/N(N)/C=N\C=O
energy above the lowest of the compared OMol25 structures with the same formula, charge and spin: 5.640 eV
HOMO energy: -0.3323 Ha
total charge: 0
largest force on an atom: 7.8 eV/Å
electronic energy: -412.0017 Ha

Atoms and positions in Å:
H1 0.96 2.46 -0.39
N1 0.62 1.55 -0.36
C1 -0.72 1.25 -0.09
N2 -1.23 -0.04 0.06
N3 -2.67 -0.36 0.29
C2 -0.46 -1.24 -0.30
N4 0.82 -1.15 -0.48
C3 1.77 -0.29 -0.17
O1 2.33 -0.17 0.90
H2 -1.25 2.23 0.50
H3 -2.82 -0.43 1.28
H4 -3.04 0.69 -0.21
H5 -0.95 -2.13 -0.40
H6 2.09 0.17 -1.10

[6]
Entry from the Open Molecules 2025 dataset: the molecule C2H4N2 (the ωB97M-V functional and the def2-TZVPD basis).

Calculated values
SMILES string: [H]/N=N/C=C
energy above the lowest of the compared OMol25 structures with the same formula, charge and spin: 2.661 eV
HOMO energy: -0.3374 Ha
total charge: 0
largest force on an atom: 4.2 eV/Å
electronic energy: -188.0205 Ha

Atoms and positions in Å:
H1 -2.91 0.41 0.00
N1 -2.02 -0.12 -0.15
N2 -0.92 0.44 0.26
C1 0.25 -0.33 0.18
C2 1.47 0.21 -0.08
H2 0.19 -1.43 0.10
H3 2.32 -0.50 -0.23
H4 1.64 1.32 -0.07